{
  "formula": "C5H4O3",
  "method": "ωB97M-V/def2-TZVPD",
  "symbols": ["C", "C", "C", "C", "O", "O", "C", "O", "H", "H", "H", "H"],
  "coordinates": [[-0.0127, 2.1576, -0.2169], [-0.0943, 0.8700, -0.2162], [-0.4008, -0.4127, -0.2074], [-1.7736, -0.9344, -0.0827], [-2.7731, -0.2688, -0.0366], [0.5695, -1.4077, -0.2513], [1.7658, -1.1334, 0.3433], [1.9967, -0.3742, 1.2325], [0.1512, 2.7149, 0.6927], [-0.1017, 2.7329, -1.1267], [-1.7966, -2.0394, -0.1157], [2.4696, -1.9047, -0.0150]],
  "homo_ev": -9.87,
  "smiles": "C=C=C(C=O)OC=O",
  "e_lumo_ev": 0.012,
  "energy_ha": -418.56017,
  "total_charge": 0,
  "spin_multiplicity": 1,
  "relative_energy_ev": 2.766,
  "largest_force_ev_per_a": 1.722,
  "orbital_gap_ev": 9.9
}